Here is 2 unconnected molecules or ions with the total composition C4H8 in a non-equilibrium geometry from OMol25. Energies are from ωB97M-V/def2-TZVPD.

Last column: natural (NBO) charge in e.
Cartesian coordinates (Å):
1 C -0.530455 1.894542 2.239400  -0.3897
2 C 0.325391 -0.605425 -1.991958  -0.3885
3 C -0.439091 0.588923 1.965203  -0.3927
4 C 0.729031 -1.873482 -2.199343  -0.3935
5 H -1.426392 0.115570 1.916507  0.1872
6 H -1.474191 2.409514 2.452461  0.1999
7 H 1.729844 -2.268166 -1.990025  0.1997
8 H 1.032899 0.152192 -1.636045  0.1929
9 H 0.434851 -0.030443 1.733202  0.2078
10 H 0.376772 2.504655 2.162504  0.1874
11 H -0.035761 -2.579790 -2.542036  0.1908
12 H -0.722897 -0.308091 -2.109870  0.1986

Force components x, y, z for each atom (eV/Å):
C 1.3 -0.3 -0.5
C 0.8 -0.8 0.2
C -1.6 0.4 0.1
C -1.0 0.7 0.2
H 0.6 -0.5 0.1
H 0.4 -0.4 -0.2
H -0.4 0.4 -0.2
H -0.4 -0.2 -0.1
H -0.2 0.7 0.1
H -0.4 0.0 0.4
H 0.5 0.0 0.1
H 0.5 -0.1 -0.1

Results
- Largest force on an atom: 1.66 eV/A
- HOMO level: -10.059 eV
- Kohn-Sham gap: 11.28 eV
- Lowest unoccupied orbital energy: 1.2182 eV
- Total charge: 0
- M: 56.1 g/mol
- SMILES: C=C.C=C
- Relative energy (zero: lowest compared OMol25 entry of this formula, charge and spin): 36.4 kcal/mol